[1]
54
Properties=species:S:1:pos:R:3 method="wB97M-V/def2-TZVPD" e_homo_ev=-5.89 charge=-1 gap_ev=7.95 total_energy_ha=-5479.16973 de_lowest_kcal_mol=34.72
F 4.205 -2.692 -0.360
C 3.698 -1.777 -1.186
O -2.021 -0.388 2.969
F 5.745 -1.653 -2.335
Ge -0.061 0.115 -1.518
C 4.483 -1.255 -2.200
H -1.181 3.350 2.438
C -0.012 2.617 -2.977
F 0.138 4.856 -3.729
C -1.570 3.473 -4.566
F 4.701 0.126 -4.089
C -1.792 -2.228 -0.871
C -1.741 1.225 -3.772
C -1.486 -3.444 -3.334
C 1.099 0.784 5.042
H -1.781 -0.811 6.958
F -1.950 -1.665 0.321
F -3.217 -4.001 -0.212
O 1.869 1.334 2.884
F -2.029 4.474 -5.312
F -0.052 -1.703 -3.975
F -3.271 2.066 -5.372
C -2.176 -0.623 4.215
C -0.985 -1.624 -1.821
C 2.392 -1.340 -1.066
H -2.316 2.422 2.932
C 1.832 -0.407 -1.922
C 1.214 0.699 6.417
F -1.346 -4.037 -4.524
C -0.841 -2.260 -3.041
C 0.181 0.106 7.133
C -0.463 3.665 -3.754
F 1.061 2.811 -2.204
C -2.206 2.246 -4.584
C -0.980 -0.223 5.081
C -2.293 -4.024 -2.369
H 0.240 0.024 8.211
C 2.631 0.066 -2.948
C -0.629 1.372 -2.964
C 2.146 1.418 4.128
O -3.156 -1.098 4.768
N 0.034 0.309 4.414
O 3.133 1.924 4.638
F -2.922 -5.167 -2.635
F -2.412 0.065 -3.779
C 3.947 -0.342 -3.090
C -2.445 -3.424 -1.132
F 2.149 0.904 -3.871
H 2.102 1.091 6.891
O -1.541 2.919 3.220
S -0.645 1.311 0.172
C -0.941 -0.355 6.456
Pt -0.153 0.628 2.322
F 1.618 -1.857 -0.101


[2]
14
Properties=species:S:1:pos:R:3 method="wB97M-V/def2-TZVPD" e_homo_ev="-14.20 / -14.09" charge=+1 gap_ev="7.42 / 9.11" total_energy_ha=-378.03391 de_lowest_kcal_mol=138.00
C 0.511 -0.850 -0.703
H 2.644 -0.600 -0.003
H 0.348 1.831 0.554
O 0.304 -2.017 -1.115
O -1.927 -0.096 -0.521
H -1.262 1.639 0.357
C 1.975 -0.388 -0.827
H 2.397 -0.886 -1.705
C -0.436 0.099 -0.407
H -3.727 -0.109 -0.548
H 1.926 0.695 -0.944
N -0.396 1.159 0.448
H -0.664 -2.421 -1.063
N -3.115 0.545 -0.240


[3]
9
Properties=species:S:1:pos:R:3 method="wB97M-V/def2-TZVPD" multiplicity=3 e_homo_ev="-13.35 / -14.20" charge=+1 gap_ev="7.21 / 7.49" total_energy_ha=-385.24287 de_lowest_kcal_mol=98.74
C -1.671 -0.830 -0.081
H 1.277 1.716 1.629
C 0.368 1.313 1.178
O -1.060 -0.950 -1.101
H 0.255 -0.717 1.946
Pt 0.782 -0.557 -1.380
O 1.142 -0.046 0.170
H -0.336 2.026 0.747
C 0.098 -0.049 1.092


[4]
7
Properties=species:S:1:pos:R:3 method="wB97M-V/def2-TZVPD" e_homo_ev="-10.47 / -9.85" gap_ev="8.57 / 6.37" total_energy_ha=-1773.82813 de_lowest_kcal_mol=58.62
O 0.373 1.396 1.450
C -1.116 -0.401 -0.091
Cl 1.792 -0.926 0.881
S 1.254 1.234 -1.473
H -1.804 0.240 -0.499
P 0.514 0.470 0.328
Cl -1.013 -2.014 -0.597


[5]
108
Properties=species:S:1:pos:R:3 method="wB97M-V/def2-TZVPD" e_homo_ev=-11.10 charge=+1 gap_ev=8.14 total_energy_ha=-2664.26213
H -4.742 0.518 0.586
O -7.870 -3.698 -0.775
H 1.619 4.259 3.961
H 6.672 3.213 -6.040
H 2.914 0.896 0.600
H 4.397 -0.792 1.696
H -4.684 -2.162 -2.587
C 6.938 3.924 -5.253
H 7.182 -2.896 4.845
H 3.673 3.916 -0.168
C -4.885 -2.442 -1.556
H 7.778 -3.137 3.196
C -3.750 -1.929 -0.637
C 3.761 -1.052 0.853
H -2.525 -1.332 -2.271
H 6.336 -0.627 4.174
H 6.045 -2.989 3.489
C 7.123 -1.120 3.600
H 3.316 3.796 4.101
O 6.856 -0.778 2.240
C -10.423 -6.483 1.343
C 1.958 2.127 3.918
H 1.493 2.649 2.096
O 2.112 2.032 2.501
N -6.248 -1.920 -1.195
H 4.495 1.690 -1.127
O -9.430 -6.973 -0.815
H -5.811 -0.580 1.457
C 6.092 4.694 -0.617
O 2.585 -0.182 -1.082
H -0.182 2.401 3.885
H -12.648 -6.092 -0.264
H 7.658 4.634 -5.662
H 6.033 4.466 -4.976
H 3.048 -0.825 -1.629
H 8.559 1.670 -5.164
H 4.840 5.540 -2.144
H -11.873 -6.501 -1.803
O 6.528 2.301 -3.505
C -11.844 -6.665 -0.726
O -4.250 -1.504 0.604
C -7.324 1.997 -1.775
H 0.260 0.497 -0.909
C -5.202 -0.473 0.567
H 6.315 1.656 -4.188
H -12.032 -7.726 -0.545
O -7.382 3.041 -1.239
O 3.764 4.212 -1.080
H 4.280 -1.811 0.259
H 4.171 6.127 0.779
H 0.327 0.713 3.975
C -1.678 -0.379 -0.535
H -9.552 -7.914 -0.649
H -6.024 -3.467 1.408
H 6.868 5.460 -0.653
C -0.584 0.105 -1.466
H 7.722 3.906 -3.256
H 3.344 6.804 -0.626
H -11.191 -5.908 1.860
C -10.489 -6.270 -0.163
C 7.506 3.188 -4.049
H -4.936 -3.528 -1.539
H -5.676 0.052 -1.476
H -8.177 -4.354 -0.130
C 4.730 0.809 -0.528
O -6.673 -2.812 1.118
H -3.491 -0.035 -1.623
H 9.545 3.091 -4.787
C 8.477 -0.580 4.033
N -8.047 0.812 -1.437
H -0.973 0.902 -2.099
O -8.036 -0.068 0.696
O -7.070 -1.899 -2.350
H 0.430 1.746 5.410
H 2.837 -1.499 1.227
H -10.304 -5.216 -0.388
H 8.673 -0.798 5.084
C 0.551 1.720 4.327
H 8.523 0.499 3.886
C 8.773 2.425 -4.401
H -6.584 -1.395 -3.022
C -7.484 0.089 -0.357
H -10.567 -7.539 1.582
C 7.024 -2.624 3.801
H -1.997 0.470 0.063
H 5.030 7.238 -0.298
C 3.460 0.169 0.002
H 2.230 3.602 5.486
H 6.006 4.340 0.415
F -6.521 1.757 -2.813
H 2.675 1.415 4.328
H -9.447 -6.190 1.736
H 6.407 3.847 -1.228
C -6.113 -0.524 -0.664
C -2.877 -0.893 -1.337
H -0.215 -0.702 -2.094
H 5.277 0.113 -1.171
C 4.301 6.427 -0.265
C 4.756 5.238 -1.099
C 2.303 3.527 4.400
H -8.991 1.084 -1.170
H 9.273 -1.033 3.436
Cl -1.020 -1.631 0.545
H 7.531 -1.194 1.693
H 9.164 1.909 -3.524
H 5.389 1.105 0.290
B -6.981 -2.890 -0.204
H -3.126 -2.789 -0.419


[6]
34
Properties=species:S:1:pos:R:3 method="wB97M-V/def2-TZVPD" multiplicity=5 e_homo_ev="-18.16 / -19.61" charge=+3 gap_ev="7.49 / 6.74" total_energy_ha=-1636.94214 de_lowest_kcal_mol=0.00
C -1.364 3.238 -0.197
H -3.923 3.948 -0.458
H -1.278 -6.112 -0.527
N 0.908 3.344 0.014
H -0.148 -7.250 1.327
C 0.474 -6.679 0.639
H -0.011 -4.815 -2.225
C -0.253 -6.448 -0.694
N -0.186 2.655 -0.086
C -4.882 2.022 -0.230
C 1.985 2.536 0.342
H 1.465 -5.764 -1.885
H -0.049 -4.877 1.832
N 3.135 3.139 0.343
S 1.872 0.838 0.839
Pt -0.220 0.547 0.156
C 0.527 -5.388 -1.471
C -3.330 0.223 0.140
O 0.234 -2.969 -0.121
N -2.284 1.029 0.067
H 1.692 -5.280 1.870
C 0.781 -5.319 1.276
H -5.889 2.403 -0.342
C -3.786 2.887 -0.296
H 3.993 2.663 0.607
C -4.649 0.684 -0.010
H -1.450 4.319 -0.270
H 1.398 -7.237 0.486
S 1.005 -4.223 -0.163
C -2.505 2.372 -0.154
H -5.463 -0.025 0.060
H 3.196 4.121 0.081
H -0.288 -7.363 -1.284
H -3.132 -0.822 0.334